Below is a molecular structure, C12H13BrINO5Pd, with properties calculated with ωB97M-V with the def2-TZVPD basis set.

For the HOMO-LUMO gap (alpha / beta), the calculation gives 0.2613 / 0.2599 hartree. Its maximum force is 0.61 eV/A. As for the molar mass: 564.47 g/mol.

Geometry as ORCA input:
```
! wB97M-V def2-TZVPD RIJCOSX def2/J DEFGRID3
* xyz 0 1
Pd -1.332 -0.479 0.371
O 0.906 -0.047 -1.335
C 1.720 -0.971 -0.634
C 1.011 -2.269 -0.273
N -0.085 -2.118 0.711
C -1.061 -3.219 0.549
C -1.892 -2.981 -0.718
O -2.293 -3.888 -1.404
O -2.156 -1.714 -0.943
C 0.453 -2.063 2.091
C -0.552 -1.518 3.162
O -0.177 -1.655 4.319
O -1.576 -0.945 2.698
H 0.456 -0.502 -2.056
H 2.611 -1.231 -1.216
H 2.052 -0.452 0.267
H 0.597 -2.724 -1.178
H 1.749 -2.968 0.132
H -0.557 -4.186 0.498
H -1.733 -3.206 1.409
H 0.791 -3.058 2.391
H 1.321 -1.401 2.086
Br -0.089 1.649 1.573
C -0.018 2.834 0.087
C 1.075 3.676 -0.035
C 1.141 4.570 -1.090
C 0.116 4.622 -2.022
C -0.974 3.777 -1.901
C -1.047 2.879 -0.845
I -2.715 1.605 -0.729
H 1.866 3.628 0.700
H 1.997 5.226 -1.181
H 0.164 5.315 -2.851
H -1.769 3.810 -2.634
*
```

=====

Below is a molecular structure, C3H8N2S at a distorted geometry, with properties calculated with ωB97M-V with the def2-TZVPD basis set.

For the HOMO-LUMO gap, the calculation gives 0.3129 hartree. Its maximum force is 9.30 eV/A. As for the molar mass: 104.18 g/mol.

Geometry as ORCA input:
```
! wB97M-V def2-TZVPD RIJCOSX def2/J DEFGRID3
* xyz 0 1
C -2.256 1.119 -0.416
C -1.877 0.074 0.581
C 0.739 -0.009 0.294
H -2.758 1.994 0.467
H -3.345 0.904 -1.334
H -1.238 1.551 -1.227
H -2.799 -0.654 0.730
H -1.388 0.433 1.576
H 0.392 0.351 1.373
H 3.643 0.522 -0.265
H 2.897 1.192 0.926
N 1.822 -0.097 -0.290
N 2.728 0.701 -0.031
S -0.431 -1.102 -0.172
*
```

=====

Below is 2 unconnected molecules or ions with the total composition CHNO2PS at a distorted geometry, with properties calculated with ωB97M-V with the def2-TZVPD basis set.

For the HOMO-LUMO gap (alpha / beta), the calculation gives 0.1233 / 0.1220 hartree. Its maximum force is 3.08 eV/A. As for the molar mass: 122.07 g/mol.

Geometry as ORCA input:
```
! wB97M-V def2-TZVPD RIJCOSX def2/J DEFGRID3
* xyz -1 1
C 0.181 -0.094 -1.730
N 1.304 0.037 -1.950
O -2.306 0.107 -0.737
O 1.127 1.731 2.622
P -1.084 -0.688 -0.596
S -1.068 -2.634 -0.884
H 1.846 1.542 3.274
*
```

=====

Below is 8 unconnected molecules or ions with the total composition C6H31N2O7 at a distorted geometry, with properties calculated with ωB97M-V with the def2-TZVPD basis set.

For the HOMO-LUMO gap, the calculation gives 0.3701 hartree. Its maximum force is 2.07 eV/A. As for the molar mass: 243.32 g/mol.

Geometry as ORCA input:
```
! wB97M-V def2-TZVPD RIJCOSX def2/J DEFGRID3
* xyz 1 1
C -1.634 1.139 -0.948
N -0.980 -0.099 -1.415
C -0.030 0.132 -2.513
C -0.017 -0.972 -3.585
C 1.390 -1.467 -3.923
C 1.774 -2.699 -3.106
C -0.665 1.771 0.047
N -0.361 0.753 1.110
H -1.817 1.873 -1.738
H -2.583 0.858 -0.491
H -1.725 -0.642 -1.842
H -0.018 1.145 -2.935
H 0.981 0.150 -2.080
H -0.733 -0.801 -4.383
H -0.432 -1.796 -2.989
H 1.543 -1.660 -4.983
H 2.136 -0.713 -3.693
H 0.954 -3.418 -3.051
H 2.055 -2.447 -2.080
H 2.616 -3.268 -3.500
H 0.259 1.876 -0.518
H -0.838 2.722 0.538
H -0.029 -0.103 0.667
H 0.459 1.171 1.577
H -1.138 0.686 1.772
H -5.800 0.273 -0.396
H -4.765 0.983 0.586
O -4.877 0.414 -0.179
H 0.488 -0.328 4.591
H 1.839 -0.458 4.121
O 1.015 -0.045 3.829
H 2.378 2.625 2.368
H 2.478 1.634 1.217
O 1.855 2.272 1.640
H -2.815 2.398 3.122
H -2.447 1.018 3.712
O -2.173 1.683 3.071
H 5.469 -1.061 1.391
H 4.464 -2.009 0.797
O 4.593 -1.430 1.561
H -3.639 -1.547 1.170
H -2.450 -0.978 0.372
O -2.683 -1.601 1.062
H 2.933 -0.711 1.182
H 3.074 0.122 -0.201
O 2.544 -0.044 0.582
*
```

=====

- Which value of maximum force does entry 1 give?
  0.61 eV/A